# C44H38N4O3P2Ti

C44H38N4O3P2Ti as an isolated structure (ωB97M-V/def2-TZVPD, the Open Molecules 2025 dataset).

Results
Energy above the lowest of the compared OMol25 structures with the same formula, charge and spin   47.05 kJ/mol
HOMO energy (alpha / beta)   -5.59 / -7.46 eV
Spin multiplicity   3
Frontier orbital gap (alpha / beta)   5.02 / 6.76 eV
Charge   0

XYZ file:
```
92
Properties=species:S:1:pos:R:3:forces:R:3:lowdin_charge:R:1
H 3.2880 4.4588 6.0555 0.0 0.1 0.0 0.101
H 2.3288 -0.1300 -2.5460 0.0 0.0 0.0 0.108
C -5.3415 2.2233 -0.8688 -0.1 0.5 -0.1 -0.708
H 1.1191 -3.4129 -2.2272 0.0 0.0 0.1 0.119
P -0.1005 -0.3391 2.8651 -0.2 0.2 -0.4 1.008
H -1.8402 4.4616 2.0150 -0.1 0.0 0.0 0.122
C -4.5214 0.9651 2.6537 0.1 -0.1 -0.1 -0.063
C 0.7077 -2.6228 7.7876 0.0 0.0 0.0 -0.077
H 0.6963 1.5189 4.1787 0.0 0.0 -0.1 0.032
C 2.7868 -2.6431 5.9612 0.0 0.0 0.0 -0.117
H 3.2934 0.0064 -0.3572 -0.1 0.0 -0.1 0.028
H 2.7447 -2.0440 -1.3300 0.0 0.0 0.1 0.100
N 0.3594 0.1120 -2.0043 -0.3 0.0 0.0 0.008
H 1.8420 -0.8897 -4.8459 0.0 0.0 0.0 0.101
C 0.5901 0.4459 4.3602 -0.3 0.1 0.3 -0.505
H 1.7884 -2.4133 2.3432 0.0 0.0 0.0 0.082
C -3.0500 2.6283 0.1885 -0.3 -0.2 -0.3 0.063
H -1.9565 -2.0942 4.3875 0.0 0.0 0.0 0.112
C 0.0870 -4.7699 4.0681 0.0 0.0 0.0 -0.076
C 1.5878 2.8230 1.6544 0.1 0.1 0.1 -0.120
C -1.3032 -0.3944 -3.6913 0.1 0.1 0.2 -0.009
C 0.8578 -1.5772 6.8950 0.0 0.0 -0.1 -0.100
C -1.8544 0.7915 -1.5353 -0.4 0.5 0.3 -0.183
C -3.8238 1.9806 -0.8060 0.4 0.0 0.4 -0.084
H -0.1355 0.3248 5.1720 0.1 0.1 0.0 0.051
C 2.8109 2.4309 5.5760 0.0 0.0 -0.3 -0.113
H 2.5364 2.6787 4.5536 0.0 0.0 0.1 0.071
C -2.3448 1.2089 3.6552 0.0 0.1 0.1 -0.099
H 0.1661 -0.7473 6.9423 -0.1 0.1 0.0 0.104
C 3.6153 3.1449 7.7197 0.0 0.0 0.0 -0.089
C -0.0929 -2.0969 3.3183 -0.1 0.0 0.1 -0.372
C 1.6062 -3.6812 7.7733 0.0 0.0 0.0 -0.083
H -4.0276 2.4553 4.1085 0.0 0.0 0.0 0.108
H -2.3442 -0.4218 -3.9731 -0.1 0.0 0.0 0.116
C -0.3186 -0.7818 -4.5621 0.2 0.0 0.0 -0.069
C -3.2112 1.1192 -1.6928 0.2 -0.1 -0.1 0.074
C 1.0308 -0.6588 -4.1701 -0.1 0.0 -0.1 -0.071
C 3.2405 3.4414 6.4167 0.0 0.0 0.1 -0.085
C -1.7343 2.2767 0.3123 0.5 0.0 0.1 -0.199
H 1.9447 -4.7828 2.9960 0.1 -0.1 0.0 0.106
C 2.7312 1.1110 6.0146 0.0 -0.1 0.1 -0.373
C -3.6691 1.6149 3.5291 0.0 0.0 0.0 -0.070
H -1.6955 1.7465 4.3363 0.0 0.0 0.0 0.096
O -5.9044 1.8558 -1.9044 0.0 -0.4 -0.4 -0.023
C -1.0965 -2.6787 4.0857 0.0 0.0 0.0 -0.074
H 2.5210 2.2792 1.5309 -0.1 0.1 0.0 0.120
C 0.9952 -2.8676 2.9269 0.1 0.0 -0.1 -0.120
C -1.0048 -4.0094 4.4584 0.0 0.0 0.0 -0.069
H 3.8393 1.5885 9.1759 0.0 0.0 0.1 0.103
C 2.4833 -0.4652 0.2075 -0.2 -0.5 0.1 -0.264
C -1.8610 0.1429 2.9074 0.1 -0.2 0.0 -0.381
H 3.3505 -4.5093 6.8461 0.0 -0.1 0.0 0.103
H 2.5842 -2.6906 0.2847 0.0 0.1 -0.1 0.111
C -0.8583 4.0226 1.9299 0.3 0.0 0.1 0.007
C -0.6807 2.8711 1.1706 -0.7 0.1 -0.4 -0.199
H 3.9549 3.9284 8.3817 0.0 0.0 0.0 0.101
H 2.3959 4.4342 2.7882 0.0 0.1 0.1 0.104
C -0.9489 0.1020 -2.4274 0.0 0.1 -0.1 -0.198
H -4.7000 -0.6151 1.2143 -0.1 0.0 0.0 0.118
H -2.3754 -1.3523 1.4353 0.0 0.0 0.0 0.104
C 1.0888 -4.1979 3.2996 0.0 0.0 0.0 -0.077
C -4.0465 -0.1147 1.9139 -0.1 0.1 0.0 -0.058
H 0.1576 -5.8062 4.3636 0.0 -0.1 0.0 0.104
C 3.1105 0.8250 7.3214 0.0 -0.1 0.1 -0.086
Ti 0.3958 0.2706 0.1980 0.8 0.1 -0.1 0.887
H -3.5559 3.3466 0.8154 0.0 0.1 0.1 0.122
H -5.5289 1.3183 2.4997 -0.1 0.0 0.0 0.110
C 2.6476 -3.6890 6.8624 0.0 0.0 0.0 -0.082
H 0.1374 5.5086 3.0940 0.0 0.1 0.1 0.111
H -1.7894 -4.4496 5.0565 0.0 -0.1 0.0 0.106
C 3.5514 1.8337 8.1639 0.0 0.1 0.0 -0.080
H 3.0592 -0.1890 7.6972 0.0 0.0 0.0 0.099
H 3.5965 -2.6570 5.2430 0.0 0.0 0.0 0.099
H -3.8314 0.7431 -2.4937 0.0 -0.1 -0.1 0.120
H -0.5753 -1.1419 -5.5481 0.0 0.0 0.0 0.105
H -0.5401 -3.3148 -1.7203 0.1 0.0 0.0 0.133
C 1.3092 -0.2206 -2.9028 0.0 -0.1 0.2 -0.142
C 0.2479 4.5971 2.5257 -0.1 -0.1 -0.1 -0.042
C 0.7642 -2.2501 -0.5963 0.0 0.0 0.1 -0.512
P 2.2585 -0.1976 4.8196 0.2 0.0 -0.2 1.038
C 2.2273 -1.8859 -0.3763 0.1 -0.3 -0.2 -0.223
O -5.8026 2.7937 0.1343 0.0 0.1 0.5 -0.039
C -2.7309 -0.5185 2.0347 0.0 -0.1 -0.1 -0.103
C 1.8955 -1.5758 5.9634 0.0 0.0 0.1 -0.417
N 0.5214 2.2676 1.0632 -0.1 -0.1 0.1 -0.006
C 1.5018 4.0026 2.3654 0.0 -0.2 -0.1 -0.069
H 2.8613 -0.5704 1.2352 0.0 0.0 -0.1 0.009
O -0.1332 -1.7561 0.1357 0.2 -0.2 -0.3 -0.110
H 1.4906 -4.4964 8.4736 0.0 0.0 0.0 0.103
N 0.4379 -3.1415 -1.5382 0.1 0.2 0.2 0.223
N -1.1967 1.3111 -0.4739 -0.2 0.1 0.2 -0.018
H -0.1051 -2.6086 8.5000 0.0 0.0 0.0 0.105
```
Positions in Å, forces in eV/Å.